Density functional theory data (ωB97M-V with the def2-TZVPD basis set) for 2 unconnected molecules or ions with the total composition C10H9O3 in a non-equilibrium geometry.

Results
- Net charge: +1
- Relative energy (zero: lowest compared OMol25 entry of this formula, charge and spin): 0.00 kJ/mol
- Maximum force: 2.599 eV/Å

Atoms and positions in Å:
O -1.65159 -1.06914 -3.16020
O 2.80247 -0.55442 2.82135
O 0.28562 -0.54852 -2.00142
C 1.96705 0.35463 -0.53550
C -2.54431 0.76395 1.14904
C 1.29014 -1.60199 1.36104
C -1.97498 1.37489 -1.11214
C 2.61132 0.35841 0.66358
C 0.96510 -0.59519 -0.76705
C -1.66273 1.26738 0.22430
C 0.63891 -1.58752 0.16680
C 2.29013 -0.60152 1.71228
C -0.76719 -0.78641 -2.49933
H -3.51919 0.41004 0.85206
H 1.07887 -2.35407 2.10593
H -1.33459 1.90103 -1.79928
H -2.30470 0.74685 2.19822
H -2.93847 1.05847 -1.47723
H 2.21043 1.07492 -1.30411
H 3.37418 1.08534 0.89185
H -0.11220 -2.33066 -0.06410
H -0.70428 1.63354 0.57391

Löwdin population analysis, charges in e, atoms 1 to 6: 0.38, 0.15, 0.27, 0.02, 0.07, 0.07